The following is a quantum chemistry calculation of a structure of composition C37H27N7OS2V at a distorted geometry, from OMol25.

Summary:
Electronic energy   -98638.2439 eV
E_HOMO (alpha / beta)   -10.18 / -10.20 eV
2S+1   3
Net charge   +1
ΔE to the lowest compared entry with this formula, charge and spin   15.0 kcal per mole
Orbital gap (alpha / beta)   6.1 / 6.1 eV

XYZ file:
```
75
Properties=species:S:1:pos:R:3:forces:R:3
V 0.5720 1.2661 -2.5909 2.4 -0.3 -1.4
C -5.7924 -6.8066 6.2381 0.4 1.4 0.1
O -4.6882 -5.8808 6.5672 -1.4 -0.7 -1.0
C -4.0246 -5.2367 5.5576 -1.8 -2.0 -0.2
C -3.1049 -4.3806 6.0655 2.1 1.4 -0.5
C -2.3064 -3.6514 5.1723 -1.1 -0.8 -0.7
C -2.5365 -3.7751 3.7843 -1.2 -1.4 1.8
C -3.5088 -4.6950 3.2868 1.2 0.1 0.2
C -4.2092 -5.4936 4.1618 0.0 0.5 0.8
C -1.8435 -3.0219 2.8275 0.4 0.8 -3.3
N -2.0267 -3.2720 1.4680 1.5 2.0 2.6
C -1.3596 -2.2146 0.9028 0.2 0.9 0.7
C -0.8019 -1.3125 1.8160 -0.2 -0.9 0.9
N -1.0651 -1.9063 3.0861 -0.5 0.2 -1.8
C -0.0979 -0.1187 1.4394 0.5 0.0 -1.0
C 0.4771 0.8638 2.2981 0.5 -1.1 -1.0
C 1.3168 1.8210 1.7590 -0.9 -0.2 -0.2
C 1.4658 1.8894 0.3657 0.2 -0.2 -1.5
N 0.9109 1.0341 -0.5283 -1.1 0.5 3.4
C 0.1173 0.0444 0.0172 1.0 0.7 0.8
C -0.4899 -0.8174 -0.9334 -0.9 0.3 -1.3
N -0.4174 -0.4419 -2.2917 -2.1 -2.0 2.1
C -1.2676 -1.0916 -3.1412 1.8 0.9 0.4
C -2.0607 -2.1583 -2.7648 -0.2 -0.3 2.0
C -2.0612 -2.5638 -1.3927 0.3 -0.1 -3.1
C -1.3005 -1.8720 -0.4794 0.4 0.0 -0.4
H -6.1956 -7.1030 7.2101 0.3 -0.2 -0.3
H -5.3847 -7.5996 5.6381 0.0 -0.7 0.1
H -6.6247 -6.3480 5.6589 0.7 0.2 0.3
H -2.9412 -4.4127 7.1399 -0.1 0.3 -0.2
H -1.5115 -3.0192 5.5037 0.3 0.3 0.4
H -3.5247 -4.7891 2.1939 -0.4 -0.1 0.6
H -4.8622 -6.2864 3.7931 0.1 0.4 0.3
H -0.9744 -1.4435 3.9844 -0.1 -0.3 -0.3
H 0.3911 0.6948 3.3551 -0.1 0.4 0.4
H 1.7893 2.5686 2.3811 0.1 -0.1 0.0
H 2.0826 2.6749 -0.0937 -0.3 -0.3 0.4
H -1.1595 -0.7205 -4.1540 -0.4 -0.2 -0.1
H -2.6984 -2.6191 -3.5000 0.0 -0.2 0.0
H -2.5319 -3.4721 -1.0674 -0.6 -0.1 0.0
C 0.8148 7.0045 -1.5609 -0.6 -1.5 -1.1
C 1.8016 5.9772 -1.8062 -0.2 0.7 0.0
C 1.4142 4.6976 -2.0664 -1.1 -1.5 0.4
C 0.0141 4.2988 -2.1549 0.6 0.1 0.7
C -0.3881 2.9253 -2.4143 -0.5 2.5 -0.2
C -1.7484 2.7374 -2.5073 -1.3 -1.2 0.9
C -2.6557 3.6421 -1.8413 -0.9 -0.2 -1.8
C -2.2951 4.9311 -1.5376 0.2 -1.5 -0.2
C -0.9601 5.2917 -1.8331 0.9 0.6 1.3
C -0.5158 6.6194 -1.5179 0.6 0.5 -0.3
H 1.0433 8.0583 -1.6136 0.3 0.0 0.6
H 2.8691 6.2040 -1.7922 -0.3 0.1 0.1
H 2.1141 3.8331 -2.0587 -0.2 1.0 -0.4
H -2.2385 1.7752 -2.9082 1.0 1.3 0.7
H -3.7102 3.3118 -1.8411 0.6 0.3 0.5
H -2.9544 5.5877 -0.9873 -0.1 0.2 -0.3
H -1.2630 7.3817 -1.2584 0.2 -0.4 -0.2
S 0.6454 1.3713 -4.9735 0.1 -0.2 -0.1
C 1.4349 -0.1346 -4.9954 0.7 -2.3 -0.3
N 1.8965 -1.2232 -5.0172 -1.0 2.6 0.3
N 7.6936 1.3798 -1.8876 -1.4 -1.8 -0.7
C 6.9392 0.2345 -2.1020 1.5 -0.7 0.8
S 7.5454 -1.3420 -2.0382 -0.6 2.0 -0.4
C 5.4939 0.5227 -2.2826 -1.6 -0.1 0.1
C 5.0467 1.7284 -2.8920 0.5 -2.1 0.2
C 3.6959 1.9208 -2.9869 -0.9 -0.3 1.2
N 2.7501 1.1378 -2.4144 1.1 -1.2 -1.6
C 3.1623 -0.1222 -2.0423 -0.3 1.5 0.6
C 4.4997 -0.4349 -1.8628 1.0 0.8 -1.0
H 8.6867 1.2709 -1.8079 0.2 0.1 0.3
H 7.1930 2.1073 -1.4140 0.4 0.5 0.0
H 5.6977 2.3728 -3.4609 0.2 0.1 0.3
H 3.3542 2.7827 -3.4821 -0.6 1.0 -0.5
H 2.3083 -0.7706 -1.8415 0.7 -0.3 0.2
H 4.8635 -1.4113 -1.5333 -0.3 0.3 0.0
```
Forces are in eV/Å.

Mulliken atomic charge list, values in e, 5 entries: number 1, V, carries -0.18; number 2, C, carries -0.79; number 3, O, carries -0.42; number 4, C, carries 0.71; number 5, C, carries -0.57